# 1
A molecular structure, C22H23BrN5O2RuS3. Source: the OMol25 dataset; level of theory: the ωB97M-V functional and the def2-TZVPD basis.

The geometry in ORCA input format:
```
! wB97M-V def2-TZVPD RIJCOSX def2/J DEFGRID3
* xyz 0 2
Ru -0.8504 0.1915 -0.6181
S -3.1036 0.7004 0.7029
C -3.7475 1.1887 -0.8172
S -2.7330 0.9494 -2.1846
C -5.0198 1.7061 -0.9799
C -5.4727 2.0683 -2.2596
N -5.8575 2.3758 -3.2966
C -5.9212 1.8857 0.0772
N -6.6844 2.0339 0.9232
C -1.0132 -3.4546 -3.2168
C -0.2425 -2.2905 -2.6303
O -0.8856 -1.2658 -2.3855
C 1.1723 -2.4362 -2.3852
C 1.8988 -3.4528 -3.0229
C 3.2488 -3.6056 -2.8354
C 3.9166 -2.7445 -1.9607
C 3.2419 -1.7596 -1.2958
C 1.8451 -1.5423 -1.4812
O 1.2873 -0.6065 -0.8190
H -2.0735 -3.2273 -3.1389
H -0.7836 -4.3706 -2.6813
H -0.7688 -3.5779 -4.2709
H 1.3746 -4.1146 -3.6949
H 3.7881 -4.3808 -3.3577
H 4.9764 -2.8686 -1.7975
H 3.7554 -1.0895 -0.6202
Br -2.2557 -3.7911 4.8542
C -1.7258 -2.9051 3.2671
C -2.5402 -2.9224 2.1441
C -2.0893 -2.2811 1.0033
N -0.9260 -1.6372 0.9452
C -0.1506 -1.6347 2.0256
C -0.5035 -2.2533 3.2132
H -3.4912 -3.4286 2.1511
H -2.6783 -2.2890 0.0924
H 0.8056 -1.1371 1.9222
H 0.1575 -2.2445 4.0645
C 1.2971 2.8736 3.0866
N 0.5154 3.0104 1.8774
C -0.9002 3.1800 2.0930
C 1.0059 2.7763 0.6506
S -0.0372 2.5682 -0.6792
N 2.3482 2.8035 0.4567
C 2.8721 2.1978 -0.7484
C 3.1530 3.9093 0.9429
H 0.7490 2.2388 3.7860
H 1.4462 3.8480 3.5606
H 2.2621 2.4192 2.8762
H -1.0474 3.8763 2.9168
H -1.3844 2.2255 2.3316
H -1.3597 3.5858 1.1949
H 2.3685 1.2431 -0.9087
H 3.9383 2.0271 -0.6075
H 2.7185 2.8340 -1.6240
H 2.6030 4.5225 1.6516
H 3.4371 4.5430 0.0961
H 4.0640 3.5298 1.4108
*
```

Summary:
Strongest force on any atom ... 0.04552 Eh/bohr
ΔE to the lowest compared entry with this formula, charge and spin ... 82.15 kcal per mole
⟨S²⟩ ... 0.8613

# 2
A single C22H23ClN2O4 molecule. Source: the OMol25 dataset; level of theory: the ωB97M-V functional and the def2-TZVPD basis.

The geometry in ORCA input format:
```
! wB97M-V def2-TZVPD RIJCOSX def2/J DEFGRID3
* xyz 0 1
C -5.7174 -1.6479 0.5570
O -4.4023 -1.7864 1.0539
C -3.4686 -0.8190 0.9503
C -2.2536 -1.1610 1.5650
C -1.1592 -0.3329 1.5508
C -1.2395 0.9105 0.9268
C -0.0974 1.8298 0.8483
O -0.3724 3.1059 1.0749
C 1.1638 1.4363 0.4974
C 2.2022 2.4083 0.2698
O 2.1215 3.6150 0.4839
C 3.3806 1.6564 -0.3202
O 4.4681 2.0896 -0.6346
N 2.9739 0.3718 -0.4479
C 3.8483 -0.6834 -0.8838
C 4.4742 -1.4253 0.3049
N 3.4867 -2.1740 1.0696
C 3.1884 -3.4531 0.4568
C 3.8877 -2.3450 2.4527
C 1.6418 0.0816 0.0505
C 0.7496 -0.4910 -1.0290
C 0.1627 -1.7391 -0.8820
C -0.6874 -2.2302 -1.8575
C -0.9499 -1.4812 -2.9911
C -0.3516 -0.2424 -3.1521
C 0.4933 0.2508 -2.1752
C -2.4445 1.2850 0.3487
C -3.5406 0.4372 0.3396
Cl -4.9502 1.0541 -0.4747
H -5.7311 -1.5354 -0.5287
H -6.2157 -2.5785 0.8281
H -6.2408 -0.8110 1.0230
H -2.2160 -2.1222 2.0527
H -0.2532 -0.6292 2.0532
H 0.4596 3.6388 0.9340
H 4.6472 -0.2152 -1.4643
H 3.2846 -1.3658 -1.5246
H 5.2802 -2.0786 -0.0674
H 4.9244 -0.6748 0.9585
H 2.3978 -3.9444 1.0229
H 2.8387 -3.3005 -0.5622
H 4.0640 -4.1201 0.4311
H 3.0942 -2.8641 2.9894
H 4.8161 -2.9252 2.5595
H 4.0325 -1.3673 2.9102
H 1.7345 -0.6420 0.8706
H 0.3701 -2.3267 -0.0009
H -1.1455 -3.2000 -1.7309
H -1.6155 -1.8629 -3.7509
H -0.5465 0.3417 -4.0391
H 0.9596 1.2179 -2.2989
H -2.5264 2.2521 -0.1223
*
```

Summary:
Strongest force on any atom ... 0.01765 Eh/bohr
SMILES ... COc1ccc(/C(O)=C2/C(=O)C(=O)N(CCN(C)C)[C@@H]2c2ccccc2)cc1Cl
ΔE to the lowest compared entry with this formula, charge and spin ... 55.45 kcal per mole

# 3
A molecular structure, C22H23ClN2PY. Source: the OMol25 dataset; level of theory: the ωB97M-V functional and the def2-TZVPD basis.

The geometry in ORCA input format:
```
! wB97M-V def2-TZVPD RIJCOSX def2/J DEFGRID3
* xyz 2 1
Y -0.8056 -0.1520 1.8089
Cl 0.3988 1.8309 3.0773
P 0.1120 0.8106 -0.4797
C -1.3890 -0.0658 -1.0376
C -1.2112 -0.9272 -2.1371
C -2.2779 -1.5185 -2.7998
C -3.5491 -1.3915 -2.2972
C -3.7509 -0.6641 -1.1405
C -2.7229 0.0313 -0.4933
C -0.1035 2.6031 -0.5149
C 0.7355 3.5148 0.1483
C 0.4728 4.8807 0.1198
C -0.5894 5.3448 -0.6978
C -1.4199 4.4519 -1.4169
C -1.1461 3.0891 -1.3042
C 1.6812 0.2965 -1.0858
C 2.7011 -0.3494 -0.3647
C 3.9423 -0.4369 -0.9739
C 4.1398 -0.0450 -2.2865
C 3.0992 0.4592 -3.0444
C 1.8640 0.6460 -2.4372
H 1.5955 3.1527 0.6703
H 1.1136 5.6281 0.6266
H -0.7482 6.4293 -0.8431
H -2.2177 4.8335 -2.0927
H -1.7004 2.3847 -1.8919
H -0.1760 -1.0708 -2.4509
H -2.0757 -2.0198 -3.7408
H -4.3661 -1.8164 -2.8500
H -4.7552 -0.5945 -0.7484
H -2.9162 0.7107 0.3592
H 2.4863 -0.7040 0.6403
H 4.7718 -0.8165 -0.4054
H 5.0836 -0.1903 -2.7768
H 3.2009 0.7188 -4.0980
H 1.0236 1.0992 -2.9699
H -0.2450 -3.2250 -1.4002
H 0.5390 -3.1741 -1.3571
C -0.3010 -1.7649 5.3092
C -0.1428 -2.5408 4.0357
N -0.0255 -1.8851 2.8540
C 0.1015 -2.8663 1.8557
C 0.1396 -4.0766 2.4408
N -0.0317 -3.8761 3.8118
H -1.2175 -1.9939 5.8970
H 0.5611 -1.8493 6.0112
H -0.3306 -0.6664 5.0757
H 0.1896 -2.5507 0.8176
H 0.3081 -5.0571 2.0488
H -0.0455 -4.6268 4.5285
*
```

Summary:
Strongest force on any atom ... 0.05725 Eh/bohr
ΔE to the lowest compared entry with this formula, charge and spin ... 0.00 kcal per mole

# 4
A single C22H23ClN4O2S molecule. Source: the OMol25 dataset; level of theory: the ωB97M-V functional and the def2-TZVPD basis.

The geometry in ORCA input format:
```
! wB97M-V def2-TZVPD RIJCOSX def2/J DEFGRID3
* xyz 0 1
O -2.5335 -3.1721 -0.4575
C -1.9420 -2.5351 0.3936
C -2.6592 -1.5351 1.2885
C -3.9283 -1.0327 0.6035
C -3.6141 -0.2622 -0.6791
N -2.8127 0.9314 -0.4376
C -3.4503 2.0556 0.0085
S -5.0711 2.1424 0.2901
N -2.6954 3.1659 0.2302
C -1.3468 3.2447 -0.0049
C -0.6312 4.4214 0.2090
C 0.7219 4.4510 -0.0585
C 1.3767 3.3212 -0.5381
C 0.6763 2.1514 -0.7408
C -0.6918 2.1005 -0.4751
C -1.4451 0.8618 -0.6953
O -0.9304 -0.1702 -1.0751
N -0.6194 -2.7164 0.6238
C 0.1570 -1.9788 1.5995
C 1.6296 -2.3732 1.4661
N 2.0911 -2.1127 0.1256
C 2.7936 -0.9813 -0.2102
C 3.2307 -0.8007 -1.5333
C 3.9856 0.2949 -1.8943
C 4.3420 1.2610 -0.9671
C 3.9049 1.0921 0.3340
Cl 4.2943 2.2916 1.5263
C 3.1444 0.0064 0.7204
C 1.2866 -2.7651 -0.9027
C 0.1347 -3.5541 -0.2856
H -2.0095 -0.6952 1.5337
H -2.9189 -2.0412 2.2219
H -4.5435 -1.8879 0.3242
H -4.4958 -0.3994 1.2867
H -3.0467 -0.9010 -1.3570
H -4.5457 0.0488 -1.1563
H -3.1994 3.9802 0.5575
H -1.1444 5.2973 0.5767
H 1.2763 5.3625 0.1049
H 2.4326 3.3587 -0.7492
H 1.1643 1.2622 -1.1085
H 0.0800 -0.8997 1.4119
H -0.2060 -2.1881 2.6130
H 1.7547 -3.4392 1.6808
H 2.2306 -1.8290 2.1908
H 2.9932 -1.5363 -2.2830
H 4.3099 0.3994 -2.9187
H 4.9401 2.1132 -1.2448
H 2.8239 -0.0406 1.7477
H 1.9083 -3.4473 -1.4951
H 0.8584 -2.0028 -1.5629
H -0.5560 -3.8687 -1.0705
H 0.4955 -4.4496 0.2319
*
```

Summary:
Strongest force on any atom ... 0.01441 Eh/bohr
SMILES ... O=C(CCCn1c(=S)[nH]c2ccccc2c1=O)N1CCN(c2cccc(Cl)c2)CC1
ΔE to the lowest compared entry with this formula, charge and spin ... 0.00 kcal per mole

ΔE to the lowest compared entry with this formula, charge and spin of number 1 (C22H23BrN5O2RuS3)?
82.15 kcal per mole